ORCA calculation (the ωB97M-V functional and the def2-TZVPD basis) on a structure of composition C4H10NS in a non-equilibrium geometry.

Its energy above the lowest of the compared OMol25 structures with the same formula, charge and spin is 312.5 kJ/mol. As for the total energy: -16625.7270 eV. The calculation puts the HOMO energy at -13.95 eV. The charge is +1. The calculation puts the gap between HOMO and LUMO at 9.26 eV.

The geometry in XYZ format:
```
16
Properties=species:S:1:pos:R:3:lowdin_charge:R:1
H -0.967 2.063 -1.512 0.16
H 0.137 0.105 1.453 0.15
C 1.954 -1.007 0.419 -0.03
H 2.771 -0.310 0.464 0.07
C 0.543 -0.365 0.516 -0.27
H 1.903 -1.514 -0.576 0.09
C -0.536 -0.879 -0.277 -0.22
H -0.345 2.421 0.069 0.18
H -0.732 -1.736 -1.026 0.15
H 2.277 -1.768 1.275 0.14
C 0.000 0.395 -0.756 -0.24
H -1.642 1.343 -0.134 0.03
N -0.740 1.733 -0.586 0.18
H 0.571 0.378 -1.719 0.17
S -2.676 -0.371 0.555 0.66
H -2.519 -0.489 1.835 -0.21
```